No. 1
83
Properties=species:S:1:pos:R:3:mulliken_charge:R:1 method="wB97M-V/def2-TZVPD" e_homo_ev=-12.914 de_lowest_kcal_mol=29.6 mol_weight_da=991.75 charge=+2
Os 0.52434 -0.29041 0.80802 1.02
O 2.67257 -5.49505 -2.51811 -0.53
C 2.23148 -4.41875 -1.87079 0.80
C 1.08798 -4.39195 -1.07562 -1.10
C 0.75450 -3.21489 -0.45144 -1.25
N 1.46070 -2.06433 -0.52959 0.17
C 2.52658 -2.12053 -1.34033 0.04
Br 3.53406 -0.54543 -1.64346 -0.01
C 2.95604 -3.23978 -2.01769 -0.85
H 2.11985 -6.26932 -2.34674 0.33
H 0.46376 -5.26606 -0.94365 0.38
H -0.13721 -3.17187 0.15252 0.97
H 3.83367 -3.21363 -2.64561 0.50
O 0.19975 2.08289 2.51130 -0.65
C -0.35658 1.21805 1.86163 -0.01
C -1.88566 1.28741 1.90401 -0.18
C -2.55962 2.17007 2.73727 -0.66
C -3.94624 2.18988 2.73998 -0.72
C -4.67252 1.33982 1.90986 -0.69
C -4.01097 0.45900 1.06809 -0.56
C -2.62076 0.44051 1.07973 0.26
P -1.53011 -0.58115 0.09803 2.37
C -1.50093 0.29055 -1.56286 -0.34
C -0.11704 0.59897 -1.99193 0.50
C 0.05582 1.32963 -3.25709 -0.74
C -1.02280 1.57659 -4.06506 -1.09
C -2.29877 1.25165 -3.59947 -0.56
C -2.54895 0.61887 -2.35914 -0.03
C -2.39978 -2.11272 -0.31335 0.08
C -2.38621 -2.67353 -1.58836 -0.53
C -2.94374 -3.92526 -1.80748 -0.80
C -3.50993 -4.62578 -0.75115 -0.59
C -3.51728 -4.07681 0.52482 -0.83
C -2.96285 -2.82583 0.74710 -0.39
H -1.98392 2.82688 3.37613 0.60
H -4.47342 2.86751 3.39848 0.44
H -5.75383 1.35965 1.92938 0.47
H -4.57263 -0.22191 0.43898 0.49
H 0.29398 -0.40410 -2.26784 -0.06
H 1.06342 1.51203 -3.60551 0.89
H -0.89574 2.03695 -5.03420 0.54
H -3.14838 1.48923 -4.23037 0.48
H -3.56758 0.39932 -2.06453 0.61
H -1.93989 -2.14692 -2.42369 0.33
H -2.94008 -4.35118 -2.80187 0.48
H -3.95079 -5.59886 -0.92201 0.44
H -3.96164 -4.62168 1.34720 0.46
H -2.97033 -2.40266 1.74610 0.51
N 0.67917 0.97535 -0.80367 0.12
C 1.35042 2.08117 -0.74955 1.51
C 1.18371 3.16738 -1.74110 -1.26
C -0.02847 3.85683 -1.75468 0.15
C -0.21795 4.90310 -2.64590 -1.03
C 0.80237 5.26184 -3.51505 -0.55
C 2.02284 4.59101 -3.48519 -0.98
C 2.22260 3.55721 -2.58877 0.10
C 2.24363 2.27914 0.39772 1.63
C 2.67796 3.55877 0.73799 -1.10
C 3.43276 3.75714 1.88230 -1.01
C 3.78163 2.68255 2.68631 -0.79
C 3.36989 1.39849 2.35327 -0.39
C 2.59781 1.20181 1.22653 -0.12
H -0.80500 3.58863 -1.04548 0.60
H -1.14892 5.45357 -2.64528 0.50
H 0.65905 6.08334 -4.20413 0.47
H 2.82062 4.88953 -4.15150 0.46
H 3.17847 3.04814 -2.54103 0.53
H 2.39759 4.40744 0.12878 0.51
H 3.74801 4.75640 2.14932 0.46
H 4.38336 2.84364 3.57070 0.44
H 3.66312 0.55470 2.96476 0.63
H 2.44270 0.15623 0.89559 0.06
Br 1.47078 -5.25971 3.91523 -0.15
C 1.32510 -3.38671 3.92459 -0.52
C 1.55982 -2.64921 5.07308 -0.08
C 1.42655 -1.27429 4.98668 -1.33
C 1.07068 -0.69039 3.78539 -0.16
N 0.84484 -1.40994 2.67134 -0.01
C 0.97254 -2.74025 2.75613 0.55
H 1.83326 -3.13511 5.99948 0.49
H 1.59214 -0.64417 5.84901 0.52
H 0.96922 0.38185 3.69895 0.69
H 0.78535 -3.32052 1.86846 0.08



No. 2
6
Properties=species:S:1:pos:R:3:nbo_charge:R:1 method="wB97M-V/def2-TZVPD" smiles=Clc1coo1 e_homo_ev="-8.733 / -8.733" de_lowest_kcal_mol=146.4 mol_weight_da=92.48
Cl -1.91707 -0.21830 -3.12601 0.13
C -1.36779 0.21637 -1.63615 0.13
C -0.52459 -0.14508 -0.22328 -0.05
O -1.58954 0.65319 0.36343 -0.20
O -2.26302 0.81638 -0.81926 -0.18
H 0.38104 0.17821 0.02979 0.17



No. 3
17
Properties=species:S:1:pos:R:3:nbo_charge:R:1 method="wB97M-V/def2-TZVPD" smiles="C[C@H](C=O)N(C)C=O" e_homo_ev=-9.378 de_lowest_kcal_mol=62.7 mol_weight_da=115.13
C -0.05967 -0.32341 -2.09490 -0.63
C -0.63906 0.00603 -0.69605 -0.16
C -0.24546 1.47691 -0.27758 0.47
O -0.29835 1.96848 0.77924 -0.52
N -0.17445 -0.78415 0.48318 -0.44
C -1.19521 -1.29949 1.44331 -0.41
C 1.14044 -0.57533 0.77670 0.53
O 1.75759 -0.12242 -0.20140 -0.64
H -0.64876 0.30806 -2.77515 0.20
H 1.03936 -0.01397 -2.15188 0.26
H -0.17300 -1.42263 -2.52635 0.23
H -1.75316 -0.23231 -0.88883 0.24
H -0.02599 2.20437 -1.11525 0.10
H -1.65361 -0.64035 2.10960 0.21
H -2.01786 -1.92019 0.79564 0.21
H -0.70534 -2.25626 1.92163 0.21
H 1.47933 -1.01441 1.71673 0.15



No. 4
23
Properties=species:S:1:pos:R:3:nbo_charge:R:1 method="wB97M-V/def2-TZVPD" e_homo_ev="-10.298 / -10.320" de_lowest_kcal_mol=66.0 mol_weight_da=149.17 spin_multiplicity=2
C -3.22175 -1.52693 0.02439 -0.60
C -2.06700 -0.58079 -0.24302 -0.39
C -0.72080 -1.27588 -0.08956 -0.42
C 0.41757 -0.28985 -0.28739 0.03
C 1.82084 -0.90429 -0.39285 0.09
C 2.83098 0.20067 -0.65507 -0.63
O 2.17000 -1.61109 0.78857 -0.72
O 0.39807 0.66289 0.73899 -0.25
O 0.32344 1.98394 0.10798 0.10
O -0.70392 2.05037 -0.73430 -0.13
H -4.19359 -1.05039 -0.10352 0.21
H -3.18439 -2.38226 -0.65073 0.20
H -3.17715 -1.91697 1.04130 0.20
H -2.14505 -0.14982 -1.25054 0.20
H -2.09521 0.28831 0.43024 0.21
H -0.64659 -1.70257 0.91552 0.19
H -0.63854 -2.11133 -0.79185 0.21
H 0.22056 0.29606 -1.20175 0.22
H 1.83560 -1.64022 -1.21595 0.16
H 2.66567 0.68566 -1.61688 0.21
H 2.73686 0.96169 0.11990 0.22
H 3.84648 -0.18984 -0.62441 0.22
H 1.39902 -2.10076 1.14478 0.47